<P>
2 unconnected molecules or ions with the total composition C5H14, computed with ωB97M-V with the def2-TZVPD basis set.

Results
**Structure (SMILES)**: CCC.CC
**LUMO energy**: 1.122 eV

Cartesian coordinates (Å):
C -0.19 0.59 1.20
C 0.16 0.84 2.62
C -1.65 0.03 0.89
H 0.08 1.51 0.77
H 0.43 -0.25 0.76
H -0.20 -0.05 3.13
H -2.17 0.72 0.30
H -1.63 -0.90 0.25
H -2.17 -0.34 1.85
H 1.17 0.71 2.86
H -0.20 1.78 3.11
C 1.59 -0.79 -2.30
C 0.05 -0.51 -2.28
H 2.15 -0.01 -2.36
H 2.02 -1.38 -1.43
H 1.79 -1.25 -3.31
H -0.18 0.25 -3.07
H -0.29 -0.34 -1.18
H -0.56 -1.43 -2.47

These are the Mulliken partial charges, in e, on atoms 1 to 5: atom 1 (C): 0.07, atom 2 (C): -1.45, atom 3 (C): -1.04, atom 4 (H): 0.35, atom 5 (H): 0.15


<Q>
2 unconnected molecules or ions with the total composition C5H14, computed with ωB97M-V with the def2-TZVPD basis set.

Results
**Structure (SMILES)**: CCC.CC
**LUMO energy**: 1.103 eV

Cartesian coordinates (Å):
C -0.20 2.59 0.14
C 1.29 2.44 -0.31
H -0.56 1.79 0.78
H -0.28 3.58 0.59
H -0.82 2.43 -0.74
H 1.73 1.55 0.10
H 1.83 3.33 0.02
H 1.35 2.59 -1.39
C -0.21 -1.34 -0.22
C 0.79 -2.29 0.42
C -1.66 -1.76 0.00
H -0.06 -0.35 0.19
H -0.14 -1.27 -1.30
H 1.14 -1.88 1.37
H 1.66 -2.45 -0.21
H -2.36 -0.98 -0.35
H -1.92 -2.53 -0.74
H 0.33 -3.25 0.68
H -1.90 -2.19 0.97

These are the Mulliken partial charges, in e, on atoms 1 to 5: atom 1 (C): -0.75, atom 2 (C): -0.83, atom 3 (H): 0.23, atom 4 (H): 0.30, atom 5 (H): 0.25


<R>
2 unconnected molecules or ions with the total composition C5H14, computed with ωB97M-V with the def2-TZVPD basis set.

Results
**Structure (SMILES)**: CCC.CC
**LUMO energy**: 1.174 eV

Cartesian coordinates (Å):
C 2.37 0.34 -0.27
C 2.93 -0.50 0.86
H 3.08 1.10 -0.55
H 2.20 -0.24 -1.18
H 1.45 0.89 -0.04
H 2.15 -1.07 1.36
H 3.43 0.12 1.61
H 3.61 -1.28 0.52
C -1.42 0.34 -0.52
C -2.77 -0.15 -1.07
C -1.28 0.01 0.96
H -0.62 -0.11 -1.09
H -1.38 1.42 -0.70
H -3.67 0.32 -0.68
H -1.18 -1.07 1.10
H -0.39 0.49 1.37
H -2.13 0.31 1.56
H -2.74 -0.06 -2.16
H -2.87 -1.23 -0.90

These are the Mulliken partial charges, in e, on atoms 1 to 5: atom 1 (C): -0.67, atom 2 (C): -0.88, atom 3 (H): 0.33, atom 4 (H): 0.26, atom 5 (H): 0.11


It is <P> that is the least stable of them.


<P>
2 unconnected molecules or ions with the total composition C5H14, computed with ωB97M-V with the def2-TZVPD basis set.

Results
**Structure (SMILES)**: CCC.CC
**LUMO energy**: 1.142 eV

Cartesian coordinates (Å):
C -0.31 -1.40 -0.83
C -1.16 -2.67 -1.08
C -1.20 -0.56 0.25
H -0.46 -0.79 -1.72
H 0.66 -1.70 -0.56
H -0.97 -3.20 -0.22
H -2.18 -2.73 -1.35
H -0.55 0.31 0.66
H -1.57 -1.26 1.02
H -0.72 -3.42 -1.71
H -1.92 -0.02 -0.41
C 1.34 2.64 0.13
C 1.26 1.89 1.44
H 1.33 1.95 -0.90
H 0.58 3.46 0.23
H 2.31 3.11 -0.02
H 1.54 2.43 2.44
H 2.02 1.09 1.36
H 0.35 1.37 1.70

These are the Mulliken partial charges, in e, on atoms 1 to 5: atom 1 (C): -0.30, atom 2 (C): -1.45, atom 3 (C): -0.60, atom 4 (H): 0.24, atom 5 (H): 0.36


<Q>
2 unconnected molecules or ions with the total composition C5H14, computed with ωB97M-V with the def2-TZVPD basis set.

Results
**Structure (SMILES)**: CCC.CC
**LUMO energy**: 1.113 eV

Cartesian coordinates (Å):
C 0.25 1.26 -0.73
C 0.62 1.73 0.68
C 1.42 1.51 -1.69
H 0.13 0.17 -0.69
H -0.68 1.66 -1.14
H 1.31 2.58 0.64
H 1.28 0.93 -2.61
H 1.18 0.95 1.19
H -0.22 2.06 1.31
H 1.55 2.55 -1.95
H 2.32 1.07 -1.25
C -0.93 -2.46 1.50
C -1.33 -1.89 0.14
H -1.82 -2.58 2.11
H -0.35 -3.38 1.44
H -0.32 -1.73 2.04
H -0.54 -1.96 -0.62
H -1.59 -0.84 0.25
H -2.20 -2.40 -0.26

These are the Mulliken partial charges, in e, on atoms 1 to 5: atom 1 (C): 0.44, atom 2 (C): -1.15, atom 3 (C): -1.34, atom 4 (H): -0.34, atom 5 (H): 0.35


It is <P> that is the least stable of them.


<P>
2 unconnected molecules or ions with the total composition C5H14, computed with ωB97M-V with the def2-TZVPD basis set.

Results
**Structure (SMILES)**: CCC.CC
**LUMO energy**: 1.163 eV

Cartesian coordinates (Å):
C -0.74 -1.67 1.50
C 0.70 -1.86 1.98
H -1.40 -2.33 2.07
H -1.04 -0.64 1.67
H -0.92 -1.94 0.46
H 1.48 -1.46 1.34
H 0.88 -2.91 2.23
H 0.87 -1.33 2.93
C -0.37 1.20 -0.96
C 1.01 0.60 -0.73
C -0.69 2.02 -2.20
H -1.11 0.40 -0.80
H -0.61 1.85 -0.11
H 1.77 1.38 -0.64
H -0.44 1.48 -3.11
H 1.35 -0.07 -1.52
H 0.97 0.03 0.20
H -1.71 2.36 -2.11
H 0.00 2.87 -2.21

These are the Mulliken partial charges, in e, on atoms 1 to 5: atom 1 (C): -0.80, atom 2 (C): -0.87, atom 3 (H): 0.36, atom 4 (H): 0.24, atom 5 (H): 0.26


<Q>
2 unconnected molecules or ions with the total composition C5H14, computed with ωB97M-V with the def2-TZVPD basis set.

Results
**Structure (SMILES)**: CCC.CC
**LUMO energy**: 1.125 eV

Cartesian coordinates (Å):
C -0.24 0.01 -1.30
C -0.13 -1.59 -1.27
C -1.54 0.44 -1.97
H -0.16 0.40 -0.31
H 0.69 0.38 -1.71
H -1.05 -2.01 -0.98
H -1.33 1.26 -2.87
H 0.53 -1.69 -0.43
H 0.27 -1.98 -2.14
H -2.17 -0.36 -2.46
H -2.19 1.02 -1.50
C 0.23 0.78 2.42
C 1.57 0.22 1.83
H -0.57 1.19 1.72
H -0.29 0.00 2.88
H 0.50 1.59 3.14
H 2.08 0.87 1.14
H 1.45 -0.64 1.20
H 2.35 0.12 2.60

These are the Mulliken partial charges, in e, on atoms 1 to 5: atom 1 (C): 0.52, atom 2 (C): -1.24, atom 3 (C): -1.19, atom 4 (H): -0.40, atom 5 (H): 0.33


<R>
2 unconnected molecules or ions with the total composition C5H14, computed with ωB97M-V with the def2-TZVPD basis set.

Results
**Structure (SMILES)**: CCC.CC
**LUMO energy**: 1.118 eV

Cartesian coordinates (Å):
C -0.36 -1.35 -0.93
C -1.14 -2.68 -1.00
C -1.11 -0.71 0.13
H -0.07 -0.68 -1.80
H 0.74 -1.33 -0.68
H -1.20 -3.11 0.03
H -2.14 -2.46 -1.15
H -0.66 0.05 0.85
H -1.49 -1.37 0.89
H -0.71 -3.35 -1.72
H -1.94 -0.13 -0.14
C 1.35 2.56 0.02
C 1.25 1.75 1.37
H 0.90 1.90 -0.81
H 0.69 3.36 -0.13
H 2.40 2.82 -0.01
H 1.53 2.54 2.06
H 1.79 0.70 1.58
H 0.17 1.50 1.45

These are the Mulliken partial charges, in e, on atoms 1 to 5: atom 1 (C): -0.12, atom 2 (C): -1.23, atom 3 (C): -0.80, atom 4 (H): 0.29, atom 5 (H): 0.23


It is <R> that is the least stable of them.


<P>
2 unconnected molecules or ions with the total composition C5H14, computed with ωB97M-V with the def2-TZVPD basis set.

Results
**Structure (SMILES)**: CCC.CC
**LUMO energy**: 1.173 eV

Cartesian coordinates (Å):
C -0.28 0.12 -1.39
C 0.90 -0.78 -1.35
C 0.08 1.58 -1.73
H -0.96 -0.11 -2.38
H -0.95 0.05 -0.53
H 1.92 -0.21 -1.58
H 1.02 -1.54 -2.14
H -0.81 2.11 -2.31
H 0.19 2.06 -0.78
H 1.11 -1.24 -0.24
H 0.93 1.69 -2.49
C -0.73 -1.17 2.09
C -0.01 0.21 2.23
H -1.79 -1.04 1.84
H -0.12 -1.75 1.46
H -0.65 -1.58 3.03
H -0.25 0.79 3.22
H -0.35 0.86 1.48
H 1.07 0.14 2.27

These are the Mulliken partial charges, in e, on atoms 1 to 5: atom 1 (C): 0.03, atom 2 (C): -0.90, atom 3 (C): -1.15, atom 4 (H): 0.23, atom 5 (H): 0.21


<Q>
2 unconnected molecules or ions with the total composition C5H14, computed with ωB97M-V with the def2-TZVPD basis set.

Results
**Structure (SMILES)**: CCC.CC
**LUMO energy**: 1.093 eV

Cartesian coordinates (Å):
C 1.06 1.79 -1.18
C 2.20 0.78 -1.21
C 0.10 1.48 0.00
H 1.43 2.82 -1.19
H 0.51 1.72 -2.10
H 2.47 0.65 -2.27
H -0.95 1.76 -0.27
H 1.94 -0.22 -0.87
H 3.16 1.10 -0.82
H 0.03 0.41 0.16
H 0.49 1.88 0.95
C -1.45 -1.52 1.81
C -1.85 -2.26 0.50
H -0.97 -0.59 1.47
H -2.07 -1.63 2.68
H -0.52 -1.99 2.21
H -0.91 -2.32 -0.07
H -2.71 -1.89 -0.07
H -2.22 -3.24 0.79

These are the Mulliken partial charges, in e, on atoms 1 to 5: atom 1 (C): -0.31, atom 2 (C): -0.98, atom 3 (C): -0.64, atom 4 (H): 0.31, atom 5 (H): 0.25


<R>
2 unconnected molecules or ions with the total composition C5H14, computed with ωB97M-V with the def2-TZVPD basis set.

Results
**Structure (SMILES)**: CCC.CC
**LUMO energy**: 1.039 eV

Cartesian coordinates (Å):
C 1.49 1.94 -0.41
C 1.30 2.38 1.03
C 0.81 0.66 -0.72
H 1.12 2.81 -1.06
H 2.63 1.86 -0.44
H 1.88 1.90 1.70
H 0.22 2.36 1.18
H 0.09 0.89 -1.57
H 1.56 0.10 -1.17
H 1.51 3.39 1.26
H 0.25 0.10 -0.04
C -2.19 -2.77 0.22
C -1.02 -1.83 -0.11
H -2.82 -2.69 -0.74
H -1.84 -3.83 0.45
H -2.96 -2.28 0.96
H -0.63 -1.52 0.80
H -1.14 -1.06 -0.73
H -0.28 -2.41 -0.61

These are the Mulliken partial charges, in e, on atoms 1 to 5: atom 1 (C): -0.04, atom 2 (C): -1.43, atom 3 (C): -0.83, atom 4 (H): 0.24, atom 5 (H): 0.19


<S>
2 unconnected molecules or ions with the total composition C5H14, computed with ωB97M-V with the def2-TZVPD basis set.

Results
**Structure (SMILES)**: CCC.CC
**LUMO energy**: 1.126 eV

Cartesian coordinates (Å):
C -2.03 0.75 -2.01
C -1.58 2.13 -1.47
H -1.31 0.26 -2.66
H -2.22 0.07 -1.18
H -2.95 0.99 -2.54
H -2.30 2.48 -0.74
H -1.60 2.85 -2.29
H -0.63 2.10 -0.93
C 1.38 -1.02 0.69
C 2.36 -1.86 1.56
C 0.23 -0.27 1.43
H 0.98 -1.52 -0.19
H 2.05 -0.23 0.33
H 1.87 -2.29 2.43
H 2.55 -2.73 0.94
H -0.56 -0.17 0.69
H 0.66 0.64 1.82
H 3.24 -1.30 1.86
H -0.13 -0.88 2.26

These are the Mulliken partial charges, in e, on atoms 1 to 5: atom 1 (C): -0.82, atom 2 (C): -0.84, atom 3 (H): 0.25, atom 4 (H): 0.25, atom 5 (H): 0.32


It is <R> that is the least stable of them.


<P>
2 unconnected molecules or ions with the total composition C5H14, computed with ωB97M-V with the def2-TZVPD basis set.

Results
**Structure (SMILES)**: CCC.CC
**LUMO energy**: 1.133 eV

Cartesian coordinates (Å):
C 1.60 -1.32 -0.58
C 1.19 -2.72 -0.06
H 2.93 -1.42 -0.50
H 1.18 -1.25 -1.56
H 1.26 -0.52 0.11
H 0.39 -2.55 0.73
H 2.06 -3.24 0.50
H 0.89 -3.45 -0.85
C -0.49 1.52 -0.07
C -1.60 2.48 -0.34
C -0.95 0.57 0.97
H -0.07 0.97 -0.88
H 0.46 2.09 0.32
H -1.65 3.40 0.19
H -1.69 -0.20 0.58
H -0.12 -0.06 1.28
H -1.33 1.02 1.86
H -1.42 2.76 -1.43
H -2.64 1.92 -0.27

These are the Mulliken partial charges, in e, on atoms 1 to 5: atom 1 (C): -0.41, atom 2 (C): -0.76, atom 3 (H): 0.24, atom 4 (H): 0.24, atom 5 (H): -0.03


<Q>
2 unconnected molecules or ions with the total composition C5H14, computed with ωB97M-V with the def2-TZVPD basis set.

Results
**Structure (SMILES)**: CCC.CC
**LUMO energy**: 1.121 eV

Cartesian coordinates (Å):
C -1.92 -1.71 -1.38
C -0.94 -2.28 -0.36
H -2.53 -2.49 -1.83
H -2.58 -0.99 -0.90
H -1.40 -1.24 -2.22
H -0.21 -2.98 -0.79
H -1.49 -2.80 0.42
H -0.38 -1.48 0.13
C 0.58 1.19 0.42
C 0.47 2.61 1.01
C 1.97 0.51 0.45
H -0.19 0.55 0.85
H 0.24 1.25 -0.62
H 1.06 3.29 0.39
H 2.20 0.22 -0.57
H 2.72 1.18 0.86
H 1.00 2.64 1.97
H -0.56 2.90 1.08
H 1.95 -0.37 1.09

These are the Mulliken partial charges, in e, on atoms 1 to 5: atom 1 (C): -0.90, atom 2 (C): -0.51, atom 3 (H): 0.33, atom 4 (H): 0.27, atom 5 (H): 0.27


<R>
2 unconnected molecules or ions with the total composition C5H14, computed with ωB97M-V with the def2-TZVPD basis set.

Results
**Structure (SMILES)**: CCC.CC
**LUMO energy**: 1.133 eV

Cartesian coordinates (Å):
C -1.20 -0.53 1.68
C -0.59 -0.40 3.12
H -0.56 -0.15 0.92
H -1.15 -1.63 1.55
H -2.17 -0.07 1.75
H 0.50 -0.24 3.02
H -1.08 0.44 3.62
H -0.86 -1.30 3.67
C 1.06 0.46 -2.20
C 1.25 -0.65 -1.14
C -0.19 1.29 -1.97
H 1.91 1.17 -2.32
H 0.99 -0.06 -3.19
H 2.24 -1.06 -1.09
H 0.00 2.00 -1.19
H -0.54 1.66 -2.94
H -0.94 0.57 -1.58
H 0.87 -0.15 -0.27
H 0.45 -1.35 -1.45

These are the Mulliken partial charges, in e, on atoms 1 to 5: atom 1 (C): -0.19, atom 2 (C): -0.87, atom 3 (H): -0.37, atom 4 (H): 0.25, atom 5 (H): 0.33


It is <P> that is the least stable of them.